No. 1
Below is a cluster of 2 separate species, C10H13O3 in total at a distorted geometry, with properties calculated with the ωB97M-V functional and the def2-TZVPD basis.

CARTESIAN COORDINATES (ANGSTROEM)
C (2.8854, 0.2116, 0.1491)
C (-0.6471, 1.7787, -1.8103)
C (-0.0896, 2.3855, -0.5827)
C (-0.1013, 0.4899, -2.1627)
C (0.9738, 1.8438, 0.0849)
C (1.0800, 0.0944, -1.5924)
C (1.6199, 0.7232, -0.4527)
O (-1.4727, 2.4413, -2.4509)
H (0.4563, -1.6080, 1.6646)
H (-0.4999, 3.3758, -0.4270)
H (-0.5577, -0.1275, -2.9261)
H (1.2862, 2.3143, 1.0096)
H (1.4247, -0.9078, -1.8296)
H (3.6783, 0.2898, -0.6030)
H (2.8729, -0.8750, 0.3192)
H (3.1679, 0.6531, 1.0991)
C (-1.4985, -0.7675, 0.7053)
C (-2.1680, -2.1382, 0.4441)
C (-1.0914, -0.6604, 2.1520)
O (-1.6620, -0.0092, 2.9737)
O (0.0265, -1.3852, 2.5002)
H (-0.6285, -0.7194, 0.0452)
H (-2.1628, 0.0641, 0.4914)
H (-2.6426, -2.5365, 1.3421)
H (-1.3935, -2.8827, 0.2462)
H (-2.8564, -2.0483, -0.3894)

Output
Spin multiplicity: 2
Total energy, eV: -16722.035
HOMO-LUMO gap (alpha / beta), eV: 9.00 / 7.85
M, g/mol: 181.21
Charge: 0

=====

No. 2
Below is a structure of composition C16H21N3O3PbS at a distorted geometry, with properties calculated with the ωB97M-V functional and the def2-TZVPD basis.

CARTESIAN COORDINATES (ANGSTROEM)
N (1.0897, 4.0363, -0.7167)
C (1.0253, 4.9962, -0.0407)
C (0.9339, 6.1673, 0.8463)
H (-0.1271, 6.4677, 0.9298)
H (1.5222, 6.9971, 0.3905)
H (1.3137, 5.8731, 1.8635)
N (4.0443, -2.3338, -0.7060)
C (4.9639, -3.0346, -0.5471)
C (6.0761, -3.9080, -0.2990)
H (6.8720, -3.5649, -0.9801)
H (5.7213, -4.9307, -0.5237)
H (6.3398, -3.7961, 0.7749)
N (-3.2006, -1.6825, 0.2536)
C (-4.0784, -2.4182, 0.4375)
C (-5.1615, -3.3386, 0.7075)
H (-4.8120, -4.0678, 1.4585)
H (-5.4209, -3.8410, -0.2302)
H (-6.0088, -2.7502, 1.0813)
Pb (1.1575, -0.5363, -1.1367)
C (0.2176, -2.2685, 1.4174)
O (-0.1395, -2.3616, 2.5132)
C (1.8912, 0.7499, 1.9896)
O (2.1191, 1.3997, 2.9288)
C (1.1636, 0.8338, -3.1552)
C (-0.2108, 0.9004, -2.8282)
C (-0.9647, -0.2789, -2.6930)
C (-0.3734, -1.5290, -2.9498)
C (0.9864, -1.6024, -3.3205)
C (1.7623, -0.4256, -3.4246)
H (1.7501, 1.7585, -3.1438)
H (-0.6689, 1.8794, -2.5684)
H (-2.0101, -0.2330, -2.2939)
H (-0.9808, -2.4364, -2.8428)
H (1.4395, -2.5663, -3.5275)
H (2.8123, -0.4814, -3.7023)
C (-2.3327, 0.9959, 3.7364)
S (-1.8255, 0.1829, 2.1778)
C (-2.2805, 1.6000, 1.0583)
O (-0.3164, 0.4008, 2.3340)
H (-3.4295, 0.8832, 3.9762)
H (-2.0168, 2.0826, 3.6996)
H (-1.7337, 0.5372, 4.5517)
H (-1.9006, 2.5337, 1.5214)
H (-1.8392, 1.4747, 0.0636)
H (-3.3697, 1.6355, 0.9187)

Output
Spin multiplicity: 1
Total energy, eV: -43577.006
HOMO-LUMO gap (alpha / beta), eV: 6.13 / 1.71
M, g/mol: 542.63
Charge: +4

=====

No. 3
Below is the molecule C5H10O2 at a distorted geometry, with properties calculated with the ωB97M-V functional and the def2-TZVPD basis.

CARTESIAN COORDINATES (ANGSTROEM)
C (2.2824, -0.3781, 0.7704)
O (0.9009, -0.2330, 0.5617)
C (0.5637, -0.1987, -0.8110)
C (-0.9233, 0.0285, -0.9464)
C (-1.8942, -0.7171, -0.1553)
C (-1.5523, 1.0447, 0.0454)
O (-1.0590, 1.4879, 1.2667)
H (2.6518, -1.3197, 0.3393)
H (2.4480, -0.3879, 1.8498)
H (2.8417, 0.4566, 0.3224)
H (1.0392, 0.6624, -1.2992)
H (0.9420, -1.1184, -1.2965)
H (-1.2068, 0.1558, -1.9951)
H (-2.8404, -1.0178, -0.6186)
H (-1.5711, -1.3155, 0.6919)
H (-2.5078, 1.5524, -0.0692)
H (-0.1149, 1.2978, 1.3437)

Output
SMILES: COC[C@H]1C[C@H]1O
Spin multiplicity: 1
Total energy, eV: -9439.450
HOMO-LUMO gap, eV: 8.83
M, g/mol: 102.13
Charge: 0

=====

No. 4
Below is the molecule C3H4N2O at a distorted geometry, with properties calculated with the ωB97M-V functional and the def2-TZVPD basis.

CARTESIAN COORDINATES (ANGSTROEM)
O (1.8324, -0.0397, 0.3441)
C (0.6773, 0.0336, -0.4245)
C (-0.0633, 1.2515, -0.5282)
N (-1.2829, 1.0755, -0.0550)
N (-1.3873, -0.2499, 0.2125)
C (-0.2415, -0.9084, -0.0673)
H (2.2243, -0.9135, 0.3253)
H (0.2076, 2.2198, -0.9399)
H (-1.9337, -0.5273, 1.0160)
H (-0.0378, -1.9486, 0.1359)

Output
SMILES: Oc1cn[nH]c1
Spin multiplicity: 1
Total energy, eV: -8200.785
HOMO-LUMO gap, eV: 9.05
M, g/mol: 84.08
Charge: 0

=====

No. 5
Below is a structure of composition C31H24Cl5I2N5O2PdS4 at a distorted geometry, with properties calculated with the ωB97M-V functional and the def2-TZVPD basis.

CARTESIAN COORDINATES (ANGSTROEM)
Pd (0.2843, 0.1036, 1.0118)
Cl (-2.8945, 0.2423, 2.4919)
C (-1.6400, -0.6836, 3.2376)
C (-0.3593, -0.7588, 2.6986)
C (0.6111, -1.4677, 3.4009)
Cl (2.2512, -1.5321, 2.8183)
C (0.3196, -2.1365, 4.5879)
Cl (1.5326, -3.0227, 5.4098)
C (-0.9740, -2.0787, 5.1026)
Cl (-1.3549, -2.8996, 6.5515)
C (-1.9489, -1.3376, 4.4354)
Cl (-3.5252, -1.2409, 5.0949)
N (-2.3039, 1.2450, -0.6112)
C (-2.2077, -0.0402, -0.9241)
S (-1.3027, -1.1874, 0.0084)
N (-2.8637, -0.5097, -1.9826)
C (-3.8189, 0.2674, -2.7308)
C (-5.0654, 0.5195, -2.1749)
C (-5.9867, 1.2680, -2.8920)
C (-5.6635, 1.7459, -4.1549)
C (-4.4155, 1.4848, -4.7036)
C (-3.4834, 0.7485, -3.9874)
H (-1.8969, 1.6135, 0.2460)
H (-2.8570, 1.8570, -1.1936)
H (-2.6226, -1.4369, -2.3002)
H (-5.3122, 0.1188, -1.1995)
H (-6.9630, 1.4642, -2.4703)
H (-6.3890, 2.3198, -4.7151)
H (-4.1667, 1.8555, -5.6886)
H (-2.5027, 0.5454, -4.3993)
I (5.8389, 3.0899, 1.7304)
C (3.8474, 2.6401, 1.4758)
C (2.8838, 3.4090, 0.8653)
N (1.7339, 2.7158, 0.9383)
N (1.8884, 1.5456, 1.5813)
C (3.1741, 1.4883, 1.9087)
H (2.9316, 4.3852, 0.4121)
H (0.8014, 3.0365, 0.7057)
H (3.5664, 0.6443, 2.4498)
N (-0.3114, 2.9468, 3.8262)
C (-0.9005, 3.2168, 2.6612)
O (-0.9419, 2.3869, 1.7487)
C (-1.5353, 4.5797, 2.5244)
I (-0.8777, 5.5296, 0.7378)
H (0.1001, 2.0353, 3.9643)
H (-0.2783, 3.6140, 4.5777)
H (-1.3068, 5.2454, 3.3504)
H (-2.6124, 4.4624, 2.4342)
O (1.7300, -0.6846, -0.4805)
C (1.9772, -1.8384, -1.2290)
C (1.1493, -2.0085, -2.4545)
C (0.4931, -1.0455, -3.1808)
C (-0.1853, -1.5895, -4.2948)
C (-0.0444, -2.9478, -4.3753)
S (0.9104, -3.5716, -3.1164)
C (3.0789, -0.8263, -1.2884)
C (4.1345, -0.6642, -0.3158)
C (5.0477, 0.2842, -0.6837)
C (4.7034, 0.8793, -1.9044)
S (3.3026, 0.2940, -2.6204)
C (2.2705, -3.1250, -0.5276)
C (1.4395, -3.8294, 0.2896)
C (2.0054, -5.0636, 0.7047)
C (3.2432, -5.2680, 0.1786)
S (3.7353, -3.9717, -0.8187)
H (0.4684, 0.0023, -2.9100)
H (-0.7399, -1.0085, -5.0173)
H (-0.4451, -3.6109, -5.1258)
H (4.1717, -1.2650, 0.5817)
H (5.9288, 0.5525, -0.1204)
H (5.2780, 1.6393, -2.4194)
H (0.4558, -3.4915, 0.5893)
H (1.5136, -5.7649, 1.3617)
H (3.8953, -6.1154, 0.3179)

Output
Spin multiplicity: 1
Total energy, eV: -169700.851
HOMO-LUMO gap, eV: 5.28
M, g/mol: 1164.33
Charge: +2